Molecular formula: C8H17N2O
Method: DFT, ωB97M-V with the def2-TZVPD basis set

Properties
max |F|	0.08331	Eh/bohr
E_HOMO	-12.61	eV
ΔE to the lowest compared entry with this formula, charge and spin	86.0	kcal/mol
calculated total energy	-13589.2386	eV
molar mass	157.24	Da
orbital gap	9.2	eV

```
! RIJCOSX wB97M-V def2-TZVPD def2/J DEFGRID3
* xyz 1 1
C -0.514 -0.073 0.471
C -2.679 0.453 -0.285
C -2.351 -1.109 -0.508
C 2.468 0.875 -1.343
C -1.288 2.298 0.666
C -0.446 -2.584 0.172
C 1.530 -0.056 1.358
C 3.098 -0.121 -0.352
N -1.415 0.852 0.338
N -1.021 -1.263 0.040
O 2.186 -0.739 0.472
H -3.102 1.061 -1.194
H -3.431 0.572 0.430
H -3.124 -1.715 -0.067
H -2.435 -1.366 -1.644
H 3.067 1.403 -2.072
H 1.556 0.383 -1.719
H 1.959 1.722 -0.745
H -0.130 2.537 0.712
H -1.802 3.099 -0.084
H -1.761 2.402 1.646
H -0.663 -2.938 1.249
H 0.706 -2.611 0.049
H -0.815 -3.249 -0.552
H 1.391 -0.545 2.342
H 1.547 1.074 1.354
H 3.750 0.481 0.199
H 3.719 -0.843 -0.933
*
```